Record 1
{
  "formula": "C6H11NS",
  "method": "wB97M-V/def2-TZVPD",
  "e_homo_ev": -8.76,
  "e_above_lowest_kcal_mol": 101.6,
  "spin_multiplicity": 1,
  "e_lumo_ev": 0.9,
  "e_tot_ev": -18721.0884,
  "species": ["C", "C", "C", "C", "C", "C", "H", "H", "H", "H", "H", "H", "H", "H", "H", "H", "H", "N", "S"],
  "coordinates": [[-0.58249, 0.98696, -1.69929], [-0.07072, -0.35378, -1.40303], [1.38908, -0.64572, -1.27723], [1.16714, 0.35146, 1.23212], [-0.20059, 0.51475, 0.89539], [-0.38925, -0.68827, 0.00757], [-0.62374, 1.15838, -2.85981], [0.21389, 1.82543, -1.30784], [-1.58353, 1.12753, -1.07715], [-0.66230, -1.06942, -2.12283], [2.18864, -0.39622, -2.15742], [1.36002, -1.71785, -1.03537], [2.82908, 0.35501, 0.14299], [1.58807, 1.23234, 1.89071], [1.41489, -0.59607, 1.61663], [-0.42522, 1.46372, 0.18939], [0.23017, -1.49089, 0.34206], [1.87233, 0.27767, -0.12522], [-1.71970, -0.30176, 1.29512]],
  "nbo_charge": [-0.6344, -0.3099, -0.2003, -0.2323, -0.4069, -0.2248, 0.2274, 0.2267, 0.2345, 0.2217, 0.2269, 0.1784, 0.3751, 0.1957, 0.1865, 0.2584, 0.2034, -0.6815, 0.1554]
}


Record 2
{
  "formula": "C6H11O",
  "method": "wB97M-V/def2-TZVPD",
  "e_homo_ev": -2.65,
  "e_above_lowest_kcal_mol": 14.8,
  "total_charge": -1,
  "spin_multiplicity": 1,
  "e_lumo_ev": 4.1,
  "e_tot_ev": -8446.2289,
  "species": ["C", "C", "C", "C", "H", "H", "H", "H", "H", "H", "C", "O", "C", "H", "H", "H", "H", "H"],
  "coordinates": [[0.58056, 2.11940, 1.87222], [-0.24520, 1.38737, 1.13637], [-1.56755, 0.96426, 1.60178], [-2.27249, 0.08699, 0.88714], [0.28930, 2.46593, 2.86197], [1.56262, 2.40034, 1.51027], [0.01607, 0.95021, 0.16028], [-1.97200, 1.34499, 2.53791], [-3.25057, -0.25432, 1.20246], [-1.80910, -0.32939, -0.00358], [1.40212, -0.99371, -1.72508], [0.36871, -0.48528, -1.00579], [1.23061, -2.48913, -2.05357], [2.36075, -0.92604, -1.15319], [1.55707, -0.48153, -2.70244], [2.05034, -2.86457, -2.68707], [0.28283, -2.67484, -2.56780], [1.24580, -3.08856, -1.13899]],
  "nbo_charge": [-0.4471, -0.2181, -0.2356, -0.3849, 0.1608, 0.1870, 0.3056, 0.1691, 0.1676, 0.2517, -0.0125, -0.9783, -0.6323, 0.0746, 0.0737, 0.1577, 0.1815, 0.1796]
}


Record 3
{
  "formula": "C6H11O",
  "method": "wB97M-V/def2-TZVPD",
  "e_homo_ev": -2.08,
  "e_above_lowest_kcal_mol": 44.2,
  "total_charge": -1,
  "spin_multiplicity": 1,
  "e_lumo_ev": 3.6,
  "e_tot_ev": -8444.9556,
  "species": ["C", "O", "C", "C", "C", "C", "C", "H", "H", "H", "H", "H", "H", "H", "H", "H", "H", "H"],
  "coordinates": [[2.39416, -1.23947, -1.12607], [3.24538, -0.85309, -2.13526], [1.54164, -0.07959, -0.14245], [0.04546, 0.03262, -0.29806], [-0.70803, 0.22982, 1.08038], [-2.98195, 0.71029, 0.18767], [-1.89171, 1.01642, 0.99727], [2.98752, -1.86142, -0.40047], [1.56624, -1.75304, -1.61273], [1.84561, -0.42161, 0.79862], [2.02457, 0.84065, -0.39882], [0.00290, 0.92486, -0.91071], [-0.48559, -0.82816, -0.75579], [-0.80025, -0.71638, 1.61339], [0.14506, 0.83150, 1.61903], [-3.14918, -0.17961, -0.28862], [-3.71138, 1.44306, 0.17813], [-2.07043, 1.90314, 1.59449]],
  "nbo_charge": [0.0079, -0.9588, -0.5004, -0.3880, -0.4748, -0.4272, -0.1414, 0.0784, 0.0847, 0.1712, 0.1966, 0.2050, 0.1831, 0.2166, 0.2036, 0.1826, 0.1737, 0.1869]
}


Record 4
{
  "formula": "C6H11O",
  "method": "wB97M-V/def2-TZVPD",
  "e_homo_ev": [1.71, 0.89],
  "e_above_lowest_kcal_mol": 61.5,
  "total_charge": -2,
  "spin_multiplicity": 2,
  "e_lumo_ev": [6.6, 6.4],
  "e_tot_ev": -8439.6691,
  "species": ["C", "O", "C", "C", "C", "C", "C", "H", "H", "H", "H", "H", "H", "H", "H", "H", "H", "H"],
  "coordinates": [[3.57668, 0.15015, -0.16629], [4.27187, -0.84696, -0.74437], [2.13634, -0.20288, 0.38141], [-1.80534, -0.33785, 1.37252], [-1.92768, 0.24507, 0.11724], [-1.36805, 1.19154, -0.69832], [-3.19646, -0.58126, -0.16251], [4.11576, 0.59188, 0.71318], [3.31597, 0.97521, -0.88030], [1.41527, 0.11710, -0.37374], [2.10716, -1.27288, 0.62382], [-1.38530, -1.33912, 1.45205], [1.94579, 0.39963, 1.26920], [-1.66951, 1.16984, -1.73015], [-0.74713, 1.94976, -0.21518], [-3.84373, -0.90848, 0.65243], [-3.91714, 0.09402, -0.72092], [-3.02450, -1.39477, -0.89009]],
  "mulliken_spin": [0.0082, 0.0009, 0.0301, 0.7157, 0.0525, 0.0863, 0.2451, -0.0004, -0.0002, -0.0093, -0.0132, 0.0165, -0.0168, 0.0052, -0.0359, -0.0892, -0.0055, 0.0101]
}


Record 5
{
  "formula": "C6H11O2",
  "method": "wB97M-V/def2-TZVPD",
  "e_homo_ev": -2.72,
  "e_above_lowest_kcal_mol": 127.4,
  "total_charge": -1,
  "spin_multiplicity": 1,
  "e_lumo_ev": 3.9,
  "e_tot_ev": -10491.5576,
  "species": ["O", "C", "O", "C", "C", "C", "C", "C", "H", "H", "H", "H", "H", "H", "H", "H", "H", "H", "H"],
  "coordinates": [[0.97920, 1.32099, 2.18597], [0.86009, 1.70297, 1.02562], [1.36772, 2.56852, 0.32580], [-0.47639, 0.78704, 0.28127], [0.10362, -0.35179, -0.39992], [0.47554, -1.56390, 0.42061], [-1.46818, -2.61567, -2.24154], [-1.85017, -1.36315, -1.53563], [-0.90343, 1.55143, -0.35934], [-0.96750, 0.53020, 1.21507], [0.98594, -0.08740, -0.99543], [0.50030, -2.45990, -0.22365], [-0.32102, -1.70162, 1.15911], [1.41614, -1.45355, 0.95966], [-1.84397, -3.57824, -1.91688], [-1.64272, -2.46510, -3.30822], [-2.02123, -0.49709, -2.15693], [-2.30527, -1.34719, -0.55384], [-0.68594, -1.48000, -1.34575]],
  "nbo_charge": [-0.7529, 0.8481, -0.7389, -0.6281, -0.1642, -0.6605, -0.7718, -0.4957, 0.2147, 0.2127, 0.1976, 0.2015, 0.1954, 0.2291, 0.1812, 0.1745, 0.2074, 0.2058, 0.3442]
}


Record 6
{
  "formula": "C6H11O2",
  "method": "wB97M-V/def2-TZVPD",
  "e_homo_ev": -4.39,
  "e_above_lowest_kcal_mol": 20.7,
  "total_charge": -1,
  "spin_multiplicity": 1,
  "e_lumo_ev": 4.0,
  "e_tot_ev": -10496.1863,
  "species": ["C", "C", "C", "C", "H", "H", "H", "H", "H", "H", "H", "H", "O", "C", "O", "C", "H", "H", "H"],
  "coordinates": [[-0.18483, -1.49494, -0.93100], [-0.51399, -1.78417, 0.51889], [-1.16450, -2.93102, 0.91315], [-0.19384, -0.69557, 1.49689], [-0.23690, -0.39111, -1.09350], [-0.79895, -2.09953, -1.60798], [0.89146, -1.66013, -1.06039], [-1.46866, -2.99151, 1.96578], [-1.41073, -3.76059, 0.23980], [-0.37086, -1.09883, 2.52144], [-0.78405, 0.24862, 1.33666], [0.86183, -0.32539, 1.29345], [1.29558, 1.02851, -0.32334], [0.46885, 1.86604, -0.80432], [-0.67916, 1.60630, -1.25109], [0.95826, 3.35566, -0.79877], [1.77302, 3.41998, -0.05141], [1.44303, 3.64192, -1.77077], [0.11444, 4.06578, -0.59349]],
  "nbo_charge": [-0.7030, 0.0984, -0.5148, -0.6822, 0.3100, 0.1865, 0.2159, 0.1736, 0.1826, 0.1802, 0.2398, 0.2737, -0.8097, 0.7648, -0.7808, -0.7344, 0.2048, 0.1978, 0.1970]
}


Record 7
{
  "formula": "C6H11O2P",
  "method": "wB97M-V/def2-TZVPD",
  "e_homo_ev": [-9.44, -8.18],
  "e_above_lowest_kcal_mol": 79.7,
  "spin_multiplicity": 1,
  "e_lumo_ev": [-1.1, -1.6],
  "e_tot_ev": -19780.2775,
  "species": ["C", "C", "C", "C", "C", "C", "O", "O", "P", "H", "H", "H", "H", "H", "H", "H", "H", "H", "H", "H"],
  "coordinates": [[0.77358, -0.77806, 0.93354], [-0.52752, -0.89268, 1.01842], [1.67156, -0.58425, -0.34694], [2.18797, -2.03812, -0.60588], [-2.42755, 1.91587, 0.59891], [-2.57001, 0.93451, -0.57041], [-2.67090, -1.70710, -0.48944], [1.03396, -0.13492, -1.53052], [-1.68881, -0.61599, -0.35738], [1.44222, -0.86401, 1.83404], [-1.05195, -1.36045, 1.81540], [2.44309, 0.10479, -0.00507], [3.07514, -1.96784, -1.29222], [1.29503, -2.54004, -1.06626], [2.46882, -2.59062, 0.26348], [-2.39277, 3.00722, 0.34565], [-3.32071, 1.82788, 1.20403], [-1.46958, 1.70584, 1.07771], [-2.01087, 1.22038, -1.43800], [-3.64057, 0.58262, -0.72589]],
  "nbo_charge": [-0.0588, -0.6600, 0.0279, -0.6275, -0.6181, -0.7940, -0.9849, -0.6055, 1.8058, 0.2172, 0.2596, 0.1817, 0.2213, 0.2254, 0.1999, 0.2271, 0.2225, 0.2228, 0.2618, 0.2758]
}


Record 8
{
  "formula": "C6H11O3S",
  "method": "wB97M-V/def2-TZVPD",
  "e_homo_ev": -3.29,
  "e_above_lowest_kcal_mol": 83.1,
  "total_charge": -1,
  "spin_multiplicity": 1,
  "e_lumo_ev": 3.5,
  "e_tot_ev": -23374.0941,
  "species": ["C", "C", "C", "C", "C", "C", "O", "O", "O", "S", "H", "H", "H", "H", "H", "H", "H", "H", "H", "H", "H"],
  "coordinates": [[-2.84557, 0.45971, -0.40263], [-1.97929, -0.53817, -0.05085], [0.68756, 0.75354, 1.36494], [0.77216, 1.73198, -1.03232], [-0.43581, -2.14090, -0.16299], [1.06257, 0.72299, -0.00576], [3.88383, 0.75066, 0.60914], [2.71938, -1.32775, 0.76892], [-1.39957, -1.42148, -0.80723], [2.89520, -0.10841, -0.10022], [-2.98742, 0.53622, -1.44948], [-3.14814, 1.08784, 0.34919], [-0.15298, 1.36124, 1.57042], [1.26466, 0.17666, 2.07230], [-2.08467, -1.01533, 1.29660], [0.90818, 2.80972, -0.85772], [1.51380, 1.38267, -1.75816], [-0.20223, 1.61937, -1.53613], [-0.69331, -1.99614, 0.91182], [0.56140, -1.70259, -0.36954], [-0.33977, -3.14185, -0.41030]],
  "nbo_charge": [-0.6098, 0.2591, -0.4145, -0.7029, -0.2554, -0.2352, -1.0350, -1.0649, -0.5176, 1.4424, 0.2014, 0.2102, 0.1689, 0.2249, 0.1127, 0.2107, 0.2137, 0.2096, 0.1765, 0.2320, 0.1730]
}


Record 9
{
  "formula": "C6H11O7Zn",
  "method": "wB97M-V/def2-TZVPD",
  "e_homo_ev": -5.05,
  "e_above_lowest_kcal_mol": 6.7,
  "total_charge": -1,
  "spin_multiplicity": 1,
  "e_lumo_ev": 2.5,
  "e_tot_ev": -69156.2651,
  "species": ["Zn", "C", "C", "O", "O", "H", "H", "H", "C", "C", "O", "O", "H", "H", "H", "C", "C", "O", "O", "H", "H", "H", "O", "H", "H"],
  "coordinates": [[-0.41749, -0.35394, -0.00608], [-0.39698, 3.21061, 0.50519], [-1.03318, 2.60333, -0.74892], [-1.26753, 3.35415, -1.69116], [-1.28131, 1.34869, -0.70908], [0.68913, 3.25978, 0.45275], [-0.65851, 2.62121, 1.38765], [-0.77527, 4.22540, 0.65093], [-1.46784, -4.06198, -0.88365], [-0.99307, -2.66699, -0.59341], [-1.67087, -1.70402, -1.05304], [0.03031, -2.45597, 0.10594], [-0.78431, -4.81719, -0.50405], [-1.51716, -4.16368, -1.97052], [-2.46858, -4.18865, -0.47918], [3.41323, 0.82220, -0.08234], [1.95051, 0.44816, -0.09016], [1.40305, 0.03382, -1.14353], [1.30203, 0.52102, 1.00378], [3.97044, 0.02994, 0.40766], [3.53379, 1.78682, 0.41071], [3.74824, 0.96523, -1.11060], [-1.50889, -0.26893, 1.77310], [-1.72396, 0.45893, 2.35991], [-2.07577, -1.00794, 2.00808]],
  "nbo_charge": [1.7044, -0.7222, 0.7901, -0.7114, -0.9046, 0.2200, 0.1855, 0.2003, -0.7178, 0.7506, -0.7950, -0.7872, 0.2131, 0.2271, 0.2192, -0.7167, 0.7651, -0.7700, -0.8295, 0.2210, 0.2156, 0.2158, -0.9660, 0.5009, 0.4917]
}


Record 10
{
  "formula": "C6H11P",
  "method": "wB97M-V/def2-TZVPD",
  "e_homo_ev": -8.62,
  "e_above_lowest_kcal_mol": 80.4,
  "spin_multiplicity": 1,
  "e_lumo_ev": 0.6,
  "e_tot_ev": -15684.3564,
  "species": ["C", "C", "C", "C", "C", "C", "P", "H", "H", "H", "H", "H", "H", "H", "H", "H", "H", "H"],
  "coordinates": [[0.96996, 1.26114, -0.99046], [-2.74267, 1.37400, -0.44021], [0.54081, 1.36755, 0.41282], [-2.70636, 2.59874, -0.26287], [0.74689, -2.92158, 1.01740], [0.76195, -1.46917, 0.28280], [0.43661, -0.01901, 1.41433], [1.81998, 0.65238, -1.21113], [1.34644, 2.27530, -1.35905], [-2.42106, 0.35721, -0.41348], [0.06549, 0.83521, -1.51491], [0.50918, 2.43046, 0.67391], [-3.04063, 3.61292, -0.28802], [1.67103, -3.13101, 1.51677], [-0.09980, -2.89274, 1.81836], [0.32827, -3.75130, 0.29443], [0.09834, -1.35312, -0.68854], [1.71556, -1.22698, -0.26214]],
  "nbo_charge": [-0.6794, -0.2292, -0.5572, -0.2398, -0.6165, -0.7715, 0.6182, 0.2151, 0.2165, 0.2338, 0.2282, 0.2343, 0.2352, 0.2189, 0.2114, 0.2232, 0.2293, 0.2295]
}


Record 11
{
  "formula": "C6H12",
  "method": "wB97M-V/def2-TZVPD",
  "e_homo_ev": -10.16,
  "e_above_lowest_kcal_mol": 28.2,
  "spin_multiplicity": 1,
  "e_lumo_ev": 1.2,
  "e_tot_ev": -6415.7177,
  "species": ["C", "C", "C", "C", "C", "C", "H", "H", "H", "H", "H", "H", "H", "H", "H", "H", "H", "H"],
  "coordinates": [[0.94920, 0.46612, 1.72404], [0.30985, 0.65907, 0.32492], [-1.01049, 1.41855, 0.49282], [0.09662, -0.72713, -0.31032], [-0.83019, -1.15286, -1.43511], [0.65597, -1.24248, -1.62023], [1.81764, -0.20523, 1.72755], [1.27473, 1.42174, 2.14975], [0.22871, 0.03418, 2.43538], [0.99622, 1.26558, -0.28527], [-1.46314, 1.70551, -0.46300], [-1.73446, 0.78685, 1.02147], [-0.86074, 2.32944, 1.08510], [0.10962, -1.44884, 0.50280], [-1.36097, -2.09437, -1.30394], [-1.37291, -0.43852, -2.05072], [1.08462, -0.54690, -2.33950], [1.10971, -2.23068, -1.65575]],
  "nbo_charge": [-0.6023, -0.2200, -0.5995, -0.2212, -0.4223, -0.4168, 0.2103, 0.2084, 0.2008, 0.1983, 0.2076, 0.2031, 0.2052, 0.2060, 0.2108, 0.2115, 0.2101, 0.2102]
}